Record 1
Computed, not measured: C39H50Ge2N4PTi as an isolated structure in a non-equilibrium geometry, with ωB97M-V with the def2-TZVPD basis set.

Geometry (Å):
H -1.86 -0.95 -0.45
H 0.99 1.17 3.18
C 1.19 2.39 -5.93
C -3.33 3.95 2.83
H -0.03 4.10 -1.29
H 0.05 -0.46 3.58
H 0.13 1.67 5.52
C -3.40 3.65 4.19
H -3.80 0.67 4.83
C -2.29 0.99 -1.42
C 1.84 -3.56 2.11
N 1.37 0.30 -1.94
H -4.09 5.23 1.27
H -2.55 4.01 0.07
H 0.59 3.11 -6.49
C 3.78 -4.69 -0.41
H 6.79 -5.67 0.81
H 2.21 2.45 -6.30
C -2.72 -0.35 -0.81
H -0.59 -1.36 -3.80
H -3.73 0.47 2.35
C 0.91 -1.31 1.77
C -0.82 -4.05 -2.02
C 0.61 0.99 -6.14
H 2.52 0.17 -5.50
H 0.70 0.73 -7.19
H 0.61 2.73 -2.19
H -2.77 2.84 4.58
H 2.85 -3.28 -2.96
H -0.30 3.31 4.99
H 2.09 2.20 -0.09
H -1.88 0.86 -2.42
H 1.58 -4.39 4.07
H -0.98 -4.90 -3.99
H -4.12 -0.99 4.35
H -3.39 -0.20 0.03
C 0.33 2.01 3.37
Ge -0.95 1.96 -0.26
C -4.23 4.35 5.05
H 0.47 -2.37 4.97
C 0.77 -2.41 3.93
H -2.49 -0.81 2.45
C 3.88 -3.32 -0.12
C 1.34 -3.14 -1.44
H -4.27 4.10 6.10
P 2.45 -2.21 -0.32
C 6.07 -3.65 0.81
C -0.34 -4.40 -3.28
C -2.43 3.15 2.00
Ti 0.61 -0.18 0.10
C 0.98 -4.11 -3.62
H 1.37 -4.39 -4.59
C 1.39 -3.54 3.43
H 2.90 -5.10 -0.87
H -0.36 -3.22 -0.10
H 5.10 -1.74 0.67
H -1.84 -4.29 -1.75
N 0.27 -0.47 -2.06
H -3.15 1.65 -1.51
H 0.58 2.83 2.70
C -0.87 0.94 -5.77
C 0.41 3.11 -1.19
C 1.71 3.20 -0.37
H -2.54 -0.56 5.01
H -5.57 6.49 2.79
H 2.38 -4.41 1.73
C -4.12 4.99 2.33
H -1.05 1.26 -4.74
C 0.02 -3.43 -1.10
H -1.31 -0.05 -5.94
C 5.97 -5.01 0.54
H 1.28 -1.07 -5.80
Ge -1.57 1.60 2.81
C -2.11 3.24 0.70
C 1.82 -3.49 -2.71
C -2.91 0.08 2.94
H 6.95 -3.25 1.29
C 4.84 -5.52 -0.08
H 2.50 3.69 -0.95
H 1.57 3.78 0.53
C 5.02 -2.80 0.47
H 4.77 -6.58 -0.30
H 1.17 2.68 -4.88
H -1.41 1.64 -6.41
C 0.38 2.47 4.82
C 1.46 -0.07 -5.39
C -4.95 5.69 3.18
N 1.19 -0.13 -3.96
H -3.24 -0.96 -1.55
C -5.01 5.38 4.53
H -5.65 5.94 5.19
C -3.36 -0.21 4.37
N 1.93 0.51 -3.06
H 1.39 2.81 5.06
C 0.16 -0.74 -3.34
C 0.53 -1.32 3.12
C 1.63 -2.45 1.31

LUMO level (alpha / beta): -10.610 / -10.641 eV
total charge: +3
HOMO (alpha / beta): -15.524 / -15.524 eV
multiplicity: 1

Record 2
Computed, not measured: a 2-piece molecular cluster, C39H50N2O overall in a non-equilibrium geometry, with ωB97M-V with the def2-TZVPD basis set.

Geometry (Å):
H -0.30 -3.57 -6.16
H 1.92 -1.05 -6.41
H 2.54 5.03 1.62
C 3.13 1.18 1.53
H 6.73 -0.09 2.19
C -0.91 3.17 1.56
H -2.49 -5.68 -3.24
H 4.75 5.13 2.95
C -0.67 -3.55 -5.13
H 4.90 -1.77 1.89
C -3.30 3.55 1.93
H -0.04 -5.47 -0.90
C 4.22 2.06 1.80
C 3.34 -0.31 1.55
H -4.29 5.29 1.20
C 1.16 -1.78 -6.11
C 5.09 4.41 2.18
C -2.70 -5.51 -0.94
C -1.93 -4.76 -3.45
C 1.62 3.09 1.26
H 1.07 1.04 0.93
H -5.79 3.55 0.46
H 2.50 -0.77 2.09
H -2.94 -5.76 0.09
C -1.53 -4.60 -4.78
C 0.30 3.58 0.93
C 6.40 3.76 2.61
H -0.32 0.13 -4.89
H 7.49 1.91 2.38
C 0.55 -0.19 -4.31
H -6.62 4.40 1.76
C -1.60 -3.84 -2.48
N 5.48 1.56 1.98
H 1.96 -2.10 -2.78
H 2.39 -3.13 -4.16
H -1.94 5.10 1.39
H 0.26 -1.57 -6.71
C 2.12 -2.11 -3.86
H -0.62 -4.90 0.66
C -5.93 2.45 2.28
H 1.41 0.42 -4.59
H -2.52 -0.37 3.68
H -5.12 0.09 3.60
C 1.89 1.70 1.23
H 0.23 -3.77 -0.43
H 6.38 3.58 3.69
C -0.48 -4.61 -0.38
C -2.05 4.04 1.61
C -3.84 -0.65 2.02
H 3.30 -0.71 0.53
H -1.94 -2.22 -0.22
H 1.55 -2.77 -6.36
H -1.68 -0.70 2.16
C 2.71 3.95 1.57
H 5.91 0.06 0.61
C 3.97 3.46 1.88
H -6.77 1.87 1.85
C 0.86 -1.66 -4.61
C -2.34 1.33 2.36
C 6.64 2.43 1.91
H 0.33 -0.05 -3.24
H 0.24 4.48 0.30
H -4.04 -1.69 2.32
H -4.59 4.92 2.91
O -0.89 -1.53 -2.13
H -2.66 -3.50 0.82
H 7.23 4.44 2.39
C 4.66 -0.74 2.18
C -1.08 1.89 2.16
C -0.92 -2.56 -2.87
N -4.74 1.63 2.20
C -5.77 3.76 1.53
H -3.79 -0.64 0.92
H 4.59 -0.69 3.27
H -1.84 -5.32 -5.53
H 2.96 -1.45 -4.11
C -2.52 -3.15 -0.21
H -3.65 -5.36 -1.47
H 6.89 2.61 0.84
C -4.98 0.23 2.51
C -4.48 4.47 1.91
C -0.29 -2.59 -4.22
H -5.92 -0.07 2.03
C -3.49 2.16 2.18
C -1.83 -4.25 -1.01
C -2.52 -0.15 2.60
H 5.29 5.01 1.28
H -3.51 -2.95 -0.63
H -0.19 1.33 2.39
H -2.17 -6.38 -1.36
H -6.19 2.63 3.35
C 5.78 0.17 1.70

LUMO level: -2.567 eV
total charge: 0
HOMO: -4.416 eV
multiplicity: 1

Record 3
Computed, not measured: C39H51AsHgI2N9O2S as an isolated structure in a non-equilibrium geometry, with ωB97M-V with the def2-TZVPD basis set.

Geometry (Å):
C 1.62 3.08 2.50
C 0.70 -5.02 1.83
H -1.35 -3.46 -4.23
N -0.03 0.38 2.34
H 0.53 -5.76 -0.65
C -0.83 2.07 -6.93
C 1.80 1.70 3.16
H 2.43 1.12 2.45
H -0.79 4.84 -5.88
H -0.71 -5.70 -1.90
O -0.60 0.63 -2.49
C 3.52 1.88 -1.12
C -0.36 -0.37 -5.15
C -2.75 -2.77 2.98
C 0.11 -3.03 -5.73
H 5.42 1.96 1.49
H 2.57 3.38 2.04
H -4.76 0.36 1.33
H 1.37 3.82 3.26
H -4.70 2.23 -0.64
C 2.53 1.95 4.43
H 0.93 -4.73 2.85
H 1.66 -2.04 0.60
C -1.48 3.34 2.03
H -2.45 -3.95 -1.68
H 3.75 2.28 6.75
H 1.47 -5.71 1.49
H -1.21 -3.51 4.28
O 0.42 2.70 -0.35
C -1.00 -0.59 2.55
C -2.24 -0.65 1.90
N 0.65 -3.83 1.01
C -0.54 -5.77 -0.82
H 1.78 -2.61 2.28
H -2.04 2.46 -1.24
H 3.55 2.29 4.33
H -0.16 2.60 -7.60
C 0.58 -0.71 -6.12
H -1.78 -1.08 -3.72
As 0.25 3.33 1.12
H 1.46 5.44 0.43
H 0.37 5.81 1.79
H -3.61 -4.29 4.22
H 0.43 5.18 -4.65
C 1.75 -2.93 1.23
H 2.69 -3.43 0.99
H 0.90 4.44 -6.19
H -1.38 4.03 2.88
C -3.09 -1.73 2.13
H 0.04 3.39 -2.65
H -1.80 2.37 2.41
N -0.27 2.04 -5.61
N -1.17 -4.64 -0.15
C 0.58 1.50 5.73
C -0.14 2.79 -3.51
H 1.54 -2.31 -7.15
H 2.34 3.23 7.25
C 0.47 5.26 0.86
C 4.75 2.25 -0.62
H 1.16 0.05 -6.61
C -0.43 1.39 -3.44
C -2.49 -4.36 -0.67
H -1.12 0.72 4.76
H -2.24 3.72 1.34
C -3.67 -3.94 3.19
C -0.09 3.14 -4.82
H 0.08 1.58 6.68
H 0.29 -1.60 3.91
H -0.97 -6.70 -0.46
C 1.96 1.88 5.64
N -0.55 0.97 -4.77
S -0.82 -2.05 -0.36
H -0.94 1.05 -7.30
H -4.70 -3.68 2.97
C 0.13 4.48 -5.43
H -0.27 -5.52 1.81
C 0.50 0.98 3.34
C -1.52 -2.71 3.62
C -0.10 1.04 4.65
H 0.31 -4.07 -5.94
N -1.79 1.00 0.23
H 2.45 1.53 7.70
H -1.81 2.56 -6.95
Hg 0.90 0.27 -0.71
C -3.87 1.69 -0.21
N -2.65 0.35 1.01
H -4.04 -1.77 1.62
H 3.10 2.04 -2.10
H 5.56 2.74 -1.12
N 2.81 1.26 -0.15
C -0.67 -1.64 3.42
H -3.06 -5.29 -0.68
C -3.92 0.74 0.77
C 2.67 2.25 6.91
H -3.38 -4.77 2.54
C -0.38 -3.57 0.19
C 4.72 1.78 0.71
I 6.22 -0.68 0.15
C 0.80 -2.05 -6.41
C -0.82 -2.69 -4.77
H -0.28 5.61 0.15
C -1.07 -1.36 -4.48
I 2.18 -1.26 -2.47
H -2.97 -3.63 -0.03
N 3.54 1.20 0.95
C -2.51 1.82 -0.52

LUMO level (alpha / beta): -0.236 / -1.076 eV
⟨S²⟩: 0.76
total charge: 0
HOMO (alpha / beta): -6.965 / -6.981 eV
multiplicity: 2